Record 1
# C5H9NO

The molecule C5H9NO at a distorted geometry (ωB97M-V/def2-TZVPD, the OMol25 dataset).

Geometry as XYZ:
```
16
Properties=species:S:1:pos:R:3:lowdin_charge:R:1
O -2.06246 0.90227 -0.09362 0.04
N 0.22795 -1.28459 -0.25192 -0.06
C 0.86516 -0.95968 1.09721 -0.17
C 1.14052 0.51286 1.15435 -0.18
C 0.02395 -0.01830 -0.95316 -0.33
C 0.97578 0.93353 -0.29509 -0.17
C -1.55226 -0.00432 -0.72895 -0.20
H -1.85881 -1.07174 -1.27024 0.16
H 0.87815 -1.80789 -0.82752 0.10
H 0.50321 1.86828 -0.47621 0.10
H 1.89119 -1.52236 1.24824 0.15
H 0.08912 -1.28202 1.73539 0.09
H 1.88560 1.01076 -0.87321 0.11
H 0.42142 1.00773 1.76432 0.09
H 0.22682 -0.16237 -1.99721 0.13
H 2.14847 0.94912 1.56271 0.14
```

Calculated values
* electronic energy: -8866.4632 eV
* ΔE to the lowest compared entry with this formula, charge and spin: 63.4 kcal/mol

***

Record 2
# C19H64O13

A cluster of 13 separate species, C19H64O13 in total at a distorted geometry (ωB97M-V/def2-TZVPD, the OMol25 dataset).

Geometry as XYZ:
```
96
Properties=species:S:1:pos:R:3:lowdin_charge:R:1
O 4.00244 0.88447 -0.31721 -0.16
O 2.36574 2.42826 -1.92559 -0.09
O 3.56555 -1.60741 0.76941 -0.16
O -0.95522 1.11914 -4.40281 -0.11
O 1.94407 -2.45405 -1.59082 -0.10
O -0.07392 -1.26104 -3.16720 -0.14
O -0.22694 3.80308 0.93942 -0.12
O -1.74281 -4.30494 1.24550 -0.11
O -3.60987 -0.52236 2.51103 -0.12
O 1.38354 5.05218 -1.14722 -0.07
O 0.08203 1.15983 1.29546 -0.16
O -4.33930 -2.04314 0.31957 -0.13
O 1.34073 -1.04800 2.41061 -0.09
C 3.76700 1.43255 1.00760 -0.11
C -2.70927 1.43665 3.85508 -0.11
C 2.44997 1.56771 -4.18869 -0.06
C 0.53686 -4.35844 -1.24619 -0.07
C 1.93364 -3.85358 -1.54466 -0.31
C -0.02080 4.90868 -3.09697 -0.07
C -1.73939 1.73653 -3.44829 -0.20
C -1.40210 4.52376 1.06551 -0.16
C 0.89248 5.74112 -2.26814 -0.32
C -3.43409 -2.41581 -0.68786 -0.20
C 1.85783 -0.85440 3.68110 -0.34
C 4.67959 -1.80643 1.60851 -0.14
C 1.88696 1.32471 -2.75845 -0.24
C -0.62106 0.50236 0.18535 -0.07
C -2.93989 -4.96944 1.74451 -0.30
C 1.14739 0.10769 4.64453 -0.07
C -3.49443 -4.44821 3.05149 -0.09
C -3.85354 0.74392 3.26322 -0.27
C -1.01363 -2.25391 -3.55246 -0.14
H 2.76114 -1.32752 1.27614 0.07
H 2.28950 -4.25832 -2.54894 0.13
H -0.81935 1.22535 -0.57363 0.05
H -2.22253 4.14019 0.37550 0.10
H 3.19444 2.18178 -1.57856 0.02
H -2.77336 -0.88781 2.82782 0.08
H -3.73806 -4.83376 1.00252 0.10
H -3.91724 -1.56852 1.09033 0.04
H 2.65468 1.36371 1.23044 0.09
H 4.43665 1.14365 1.82520 0.06
H 1.67844 4.27600 -1.56227 0.01
H -3.71123 -3.41012 3.02570 0.04
H -2.30304 2.61315 -3.88711 0.10
H -4.44893 -5.04476 3.26752 0.11
H -1.13302 -4.30095 1.99080 0.08
H 2.93465 -0.50705 3.57100 0.12
H -0.19728 5.55155 -3.96043 0.09
H 1.84535 -1.78735 4.21972 0.11
H -3.09326 2.36826 4.13574 0.06
H 5.45628 -2.21944 0.97983 0.08
H -0.95029 4.77118 -2.62432 0.06
H -2.80352 -4.59665 3.87675 0.07
H -0.02653 -0.24950 -0.20893 0.04
H 1.90873 0.32567 5.37931 0.07
H -4.35395 1.40689 2.49103 0.13
H 1.76238 6.12419 -2.81300 0.12
H -0.07408 -4.28723 -2.19195 0.07
H 4.50436 -2.56529 2.38760 0.09
H 2.74518 -4.20381 -0.89444 0.11
H -1.84569 1.74036 3.19333 0.08
H 4.11581 2.47372 0.77798 0.10
H -2.45001 1.04228 -2.95941 0.08
H 0.26382 -0.42820 5.06964 0.08
H -4.65110 0.50532 3.99938 0.12
H 3.53914 1.46108 -4.05870 0.08
H 0.28162 6.54551 -1.88974 0.11
H 0.82189 1.45619 -2.79943 0.06
H -2.43589 -2.74153 -0.31945 0.07
H -2.22088 0.84086 4.69253 0.10
H 2.45104 -2.04836 -0.86380 0.07
H -0.01980 -3.67810 -0.59642 0.06
H 0.46320 3.93807 -3.29661 0.07
H -1.28342 5.58524 0.78340 0.09
H 0.86225 -0.24000 2.16337 0.04
H 2.17022 2.58177 -4.62515 0.09
H 0.28177 4.21069 0.22278 0.06
H 0.43692 -5.37561 -0.90629 0.07
H -3.34803 -1.65777 -1.45572 0.06
H -0.07253 2.09738 1.11260 0.02
H 0.59146 -1.67811 -2.57415 0.05
H -0.39184 0.51316 -3.97512 -0.01
H -1.79978 -2.54521 -2.84086 0.07
H -3.87861 -3.21853 -1.23855 0.07
H -1.52043 -1.88361 -4.45093 0.09
H -1.10445 2.22199 -2.60995 0.07
H 4.05377 -0.08495 -0.25491 0.05
H 5.09101 -0.92114 2.08460 0.07
H 2.15635 0.34816 -2.49532 0.08
H 0.75464 1.07864 4.21771 0.09
H -1.85180 4.48767 2.03828 0.06
H -0.47616 -3.06800 -3.92965 0.06
H 2.10869 0.79643 -4.83940 0.05
H -1.64896 0.01688 0.40281 0.11
H -2.70986 -6.08724 1.85643 0.13
```

Calculated values
* electronic energy: -47353.3460 eV
* ΔE to the lowest compared entry with this formula, charge and spin: 41.7 kcal/mol